[1]
C7H17N2O2Si | ωB97M-V with the def2-TZVPD basis set

Element x y z (Å)
1 C 0.457 0.723 -0.735
2 C -1.892 0.362 -0.117
3 C -4.526 -0.301 1.482
4 C 3.692 0.221 -1.673
5 C 1.907 -1.885 0.145
6 C 3.094 0.796 1.392
7 C -4.039 -0.657 0.145
8 N -0.463 0.119 -0.024
9 N 0.163 1.825 -1.394
10 O -2.276 1.424 -0.535
11 O -2.550 -0.684 0.124
12 Si 2.583 -0.154 -0.157
13 H -5.648 -0.461 1.560
14 H -4.000 -1.076 2.195
15 H -4.391 0.738 1.704
16 H 3.448 1.156 -2.291
17 H 4.821 0.157 -1.450
18 H 3.642 -0.643 -2.317
19 H 1.060 -1.888 0.761
20 H 1.350 -2.445 -0.691
21 H 2.717 -2.544 0.450
22 H 2.632 1.775 1.426
23 H 2.623 0.238 2.220
24 H 4.132 1.033 1.296
25 H -4.274 0.052 -0.740
26 H -4.298 -1.726 -0.173
27 H -0.150 -0.568 0.641
28 H -0.761 2.112 -1.425
29 H 0.947 2.303 -1.818

For the molecular weight, the calculation gives 189.3 g mol⁻¹. The value obtained for the HOMO-LUMO gap is 11.3 eV. Its total charge is +1. For the energy above the lowest of the compared OMol25 structures with the same formula, charge and spin, the calculation gives 0.0 kcal per mole. The LUMO energy is -2.8 eV. The value obtained for the total energy is -826.1697 Eh. For the largest force on an atom, the calculation gives 3.7 eV/Å.

=====

[2]
C7H9NOSi2 | ωB97M-V with the def2-TZVPD basis set

Element x y z (Å)
1 C -1.106 -3.486 0.671
2 C 1.323 0.860 -2.617
3 C 2.078 -0.212 -2.188
4 C 0.147 1.311 -1.921
5 C 1.752 -0.757 -0.925
6 C -0.156 0.699 -0.787
7 C 0.665 -0.347 -0.217
8 N -1.363 -4.239 -0.155
9 O -1.042 0.085 2.113
10 Si -1.973 1.243 2.705
11 Si 0.126 -0.888 1.485
12 H 1.506 1.443 -3.524
13 H 2.844 -0.697 -2.741
14 H -0.287 2.292 -2.033
15 H 2.172 -1.867 -0.745
16 H -0.923 1.091 -0.152
17 H -2.083 1.128 4.081
18 H -3.311 0.789 2.183
19 H -1.380 2.513 2.147
20 H 1.011 -0.962 2.620

For the molecular weight, the calculation gives 179.3 g mol⁻¹. The value obtained for the HOMO-LUMO gap (spin up / spin down) is 8.3 / 8.3 eV. For the energy above the lowest of the compared OMol25 structures with the same formula, charge and spin, the calculation gives 72.2 kcal per mole. The LUMO energy (spin up / spin down) is -1.4 / -1.4 eV. The value obtained for the total energy is -981.0343 Eh. For the largest force on an atom, the calculation gives 4.4 eV/Å.

=====

[3]
C45H57N10O3PS | ωB97M-V with the def2-TZVPD basis set

Element x y z (Å)
1 C 4.301 2.544 -0.293
2 C 3.250 1.584 -1.103
3 C 3.772 0.000 -1.245
4 C 2.692 -0.961 -2.003
5 C 3.574 -1.852 -3.111
6 C 1.738 -1.877 -1.057
7 C 0.220 -2.108 -1.724
8 C -0.826 -0.890 -1.395
9 N -1.776 -0.785 -2.606
10 N -0.171 0.484 -1.290
11 N -1.723 -1.140 -0.191
12 O 2.315 -3.245 -1.285
13 C 3.083 -3.706 -0.082
14 O 3.684 -4.897 -0.064
15 O 3.032 -2.673 1.004
16 C 1.848 -1.880 0.567
17 P 1.791 -0.283 1.595
18 S 1.136 -0.623 3.438
19 H 5.313 2.566 -0.906
20 H 3.852 3.650 -0.313
21 H 4.457 2.279 0.836
22 H 2.163 1.665 -0.666
23 H 3.207 2.003 -2.221
24 H 4.720 0.068 -1.965
25 H 4.090 -0.423 -0.199
26 H 2.004 -0.258 -2.678
27 H 3.976 -1.049 -3.897
28 H 4.472 -2.408 -2.592
29 H 2.879 -2.582 -3.744
30 H 0.382 -2.313 -2.879
31 H -0.196 -3.113 -1.256
32 H -1.990 -1.778 -2.873
33 H -1.265 -0.368 -3.414
34 H 0.162 0.819 -2.236
35 H -0.976 1.142 -1.066
36 H -2.093 -0.251 0.214
37 H -1.262 -1.746 0.526
38 H 0.819 -2.402 0.874
39 H 1.039 0.805 1.033
40 H 3.185 0.143 1.784
41 C -2.647 -4.403 1.876
42 C -3.125 -5.318 2.809
43 C -4.475 -5.290 3.122
44 N -5.355 -4.423 2.577
45 C -4.861 -3.546 1.675
46 C -3.530 -3.499 1.295
47 H -1.596 -4.395 1.605
48 H -2.463 -6.035 3.281
49 H -4.896 -5.986 3.842
50 H -5.589 -2.859 1.253
51 H -3.189 -2.774 0.565
52 C 5.855 -0.940 5.567
53 C 5.125 -1.784 4.735
54 C 4.867 -1.365 3.440
55 N 5.280 -0.181 2.937
56 C 5.984 0.617 3.768
57 C 6.295 0.285 5.077
58 H 6.078 -1.235 6.588
59 H 4.767 -2.745 5.087
60 H 4.305 -1.989 2.752
61 H 6.302 1.564 3.340
62 H 6.866 0.964 5.699
63 C 0.117 4.443 3.697
64 C 0.550 3.146 3.953
65 C 1.721 2.715 3.350
66 N 2.466 3.481 2.523
67 C 2.020 4.735 2.293
68 C 0.864 5.257 2.852
69 H -0.796 4.817 4.153
70 H -0.011 2.487 4.606
71 H 2.101 1.712 3.520
72 H 2.636 5.329 1.624
73 H 0.554 6.272 2.633
74 C -4.492 5.007 1.752
75 C -3.426 5.542 1.036
76 C -2.513 4.668 0.468
77 N -2.595 3.324 0.572
78 C -3.640 2.834 1.274
79 C -4.605 3.626 1.874
80 H -5.228 5.660 2.210
81 H -3.309 6.614 0.924
82 H -1.665 5.037 -0.102
83 H -3.682 1.750 1.344
84 H -5.424 3.178 2.425
85 C -6.260 5.541 -2.702
86 C -5.984 5.755 -4.048
87 C -4.717 5.445 -4.516
88 N -3.730 4.950 -3.738
89 C -4.026 4.755 -2.435
90 C -5.264 5.031 -1.876
91 H -7.242 5.771 -2.299
92 H -6.739 6.153 -4.718
93 H -4.455 5.591 -5.560
94 H -3.215 4.358 -1.830
95 H -5.447 4.853 -0.822
96 C -7.523 -6.073 0.968
97 C -7.149 -6.573 -0.274
98 C -8.143 -7.033 -1.123
99 N -9.458 -7.027 -0.812
100 C -9.791 -6.537 0.402
101 C -8.869 -6.052 1.317
102 H -6.771 -5.703 1.660
103 H -6.108 -6.604 -0.575
104 H -7.902 -7.430 -2.105
105 H -10.853 -6.545 0.629
106 H -9.193 -5.668 2.277
107 C 8.993 0.245 -4.952
108 C 8.515 -0.669 -4.019
109 C 7.166 -0.642 -3.706
110 N 6.285 0.225 -4.252
111 C 6.779 1.102 -5.153
112 C 8.110 1.150 -5.533
113 H 10.045 0.253 -5.224
114 H 9.178 -1.386 -3.548
115 H 6.744 -1.337 -2.986
116 H 6.051 1.790 -5.575
117 H 8.451 1.874 -6.264

For the molecular weight, the calculation gives 849.1 g mol⁻¹. The value obtained for the HOMO-LUMO gap is 8.8 eV. For the energy above the lowest of the compared OMol25 structures with the same formula, charge and spin, the calculation gives 79.2 kcal per mole. The LUMO energy is 0.4 eV. The value obtained for the total energy is -3261.5152 Eh. The SMILES is CCC[C@@H](C)[C@@]1(CC(N)(N)N)OC(=O)O[C@H]1[PH2]=S.c1ccncc1.c1ccncc1.c1ccncc1.c1ccncc1.c1ccncc1.c1ccncc1.c1ccncc1. For the largest force on an atom, the calculation gives 9.4 eV/Å.

=====

[4]
CH7NOS | ωB97M-V with the def2-TZVPD basis set

Element x y z (Å)
1 N 2.659 -1.211 -1.269
2 C 1.441 -0.876 -0.548
3 O 1.449 -1.404 0.906
4 H 3.590 -0.758 -1.178
5 H 2.494 -1.697 -2.134
6 H 1.241 0.221 -0.594
7 H 0.602 -1.340 -1.042
8 H 1.636 -2.340 0.761
9 S -5.042 2.644 1.353
10 H -5.849 3.105 2.345
11 H -4.221 3.656 1.400

For the molecular weight, the calculation gives 81.1 g mol⁻¹. The value obtained for the HOMO-LUMO gap is 10.4 eV. For the energy above the lowest of the compared OMol25 structures with the same formula, charge and spin, the calculation gives 13.3 kcal per mole. The LUMO energy is 0.9 eV. The value obtained for the total energy is -570.4372 Eh. The SMILES is NCO.S. For the largest force on an atom, the calculation gives 3.1 eV/Å.